1.
# C15H15Cl2F2S

A 3-piece molecular cluster, C15H15Cl2F2S overall (ωB97M-V with the def2-TZVPD basis set, the Open Molecules 2025 dataset).

CARTESIAN COORDINATES (ANGSTROEM)
C -0.861 2.086 0.460
C -0.324 0.906 -0.279
Cl -0.971 0.564 -1.829
C 0.657 0.128 0.193
S 1.222 -1.214 -0.802
Cl 1.421 0.377 1.699
H -0.093 2.866 0.436
H -1.118 1.836 1.485
H -1.723 2.484 -0.070
H 2.174 -0.628 -1.561
H 2.019 -1.902 0.037
F 4.654 -1.476 -1.553
C 4.503 -2.051 -2.779
C 4.349 -3.420 -2.856
C 4.179 -3.995 -4.108
C 4.173 -3.203 -5.248
C 4.333 -1.829 -5.140
C 4.497 -1.238 -3.894
H 4.370 -4.021 -1.956
H 4.057 -5.067 -4.191
H 4.048 -3.658 -6.220
H 4.336 -1.211 -6.027
H 4.626 -0.169 -3.787
F -3.575 2.532 1.544
C -4.065 2.256 2.782
C -5.018 3.094 3.318
C -5.513 2.807 4.582
C -5.048 1.703 5.284
C -4.087 0.878 4.721
C -3.588 1.150 3.454
H -5.362 3.951 2.755
H -6.265 3.450 5.019
H -5.437 1.486 6.269
H -3.723 0.017 5.266
H -2.846 0.510 2.993

For the calculated total energy, the calculation gives -57104.8933 eV. Its total charge is +1. Its LUMO energy is -3.8 eV. The largest force on an atom comes out at 0.909 eV Å⁻¹.

Atomic partial charges in e from the Mulliken method, atoms 1 to 8: C -1.262; C 0.656; Cl -0.156; C 0.301; S -0.066; Cl -0.127; H 0.382; H 0.244


2.
# C3F4IN

A 2-piece molecular cluster, C3F4IN overall (ωB97M-V with the def2-TZVPD basis set, the Open Molecules 2025 dataset).

CARTESIAN COORDINATES (ANGSTROEM)
F -0.647 -1.207 -1.292
C -1.063 0.030 -0.974
F -0.924 0.938 -1.929
C -1.729 0.289 0.150
F -2.407 1.361 0.399
F -1.912 -0.587 1.125
N 1.637 0.390 0.751
C 2.648 -0.143 0.709
I 4.398 -1.071 1.062

For the calculated total energy, the calculation gives -23568.9859 eV. The energy above the lowest of the compared OMol25 structures with the same formula, charge and spin comes out at 29.8 kcal per mole. Its total charge is 0. Its LUMO energy is -0.4 eV. The largest force on an atom comes out at 1.539 eV Å⁻¹.

Atomic partial charges in e from the Mulliken method, atoms 1 to 8: F -0.215; C 0.318; F -0.220; C 0.555; F -0.218; F -0.219; N -0.313; C 0.015


3.
# C14H24N3O

An isolated ion of composition C14H24N3O and charge +1 (ωB97M-V with the def2-TZVPD basis set, the Open Molecules 2025 dataset).

CARTESIAN COORDINATES (ANGSTROEM)
C 1.453 0.657 -2.560
O 0.145 0.581 -2.010
C -0.073 -0.271 -0.905
N 0.493 0.212 0.252
C 1.559 -0.028 1.071
N 2.529 -0.959 0.908
C 3.426 -1.335 1.982
C 3.060 -1.372 -0.394
N 1.591 0.823 2.111
C 2.805 1.188 2.810
C 0.475 1.740 2.318
C -1.605 -0.173 -0.756
C -2.354 -1.282 -0.326
C -3.685 -1.393 -0.718
C -4.312 -0.322 -1.373
C -5.710 -0.490 -1.868
C -3.610 0.868 -1.623
C -2.277 0.970 -1.230
H 2.136 1.112 -1.817
H 1.860 -0.323 -2.869
H 1.334 1.292 -3.442
H 0.214 -1.302 -1.106
H 0.106 1.131 0.456
H 2.958 -1.269 2.965
H 3.739 -2.377 1.839
H 4.363 -0.747 1.975
H 3.432 -0.515 -0.979
H 3.931 -2.009 -0.197
H 2.328 -1.950 -0.971
H 3.655 1.263 2.124
H 2.608 2.171 3.236
H 3.012 0.496 3.629
H 0.469 2.568 1.590
H -0.495 1.226 2.308
H 0.623 2.182 3.302
H -1.862 -2.036 0.300
H -4.253 -2.314 -0.545
H -6.190 0.474 -2.058
H -5.728 -1.065 -2.805
H -6.318 -1.041 -1.141
H -4.083 1.700 -2.148
H -1.750 1.920 -1.336

For the calculated total energy, the calculation gives -21417.7206 eV. The energy above the lowest of the compared OMol25 structures with the same formula, charge and spin comes out at 49.0 kcal per mole. Its total charge is +1. Its LUMO energy is -2.5 eV. The largest force on an atom comes out at 3.945 eV Å⁻¹.

Atomic partial charges in e from the Mulliken method, atoms 1 to 8: C -0.766; O -0.358; C -0.438; N 0.190; C 0.792; N 0.024; C -1.339; C -0.961


4.
# C23H22BaGeN2O3

C23H22BaGeN2O3 as an isolated structure (ωB97M-V with the def2-TZVPD basis set, the Open Molecules 2025 dataset).

CARTESIAN COORDINATES (ANGSTROEM)
Ba 1.974 -0.799 -1.843
N 0.394 -1.118 -4.336
C 0.995 -2.428 -4.681
C 2.466 -2.170 -5.036
O 2.754 -2.028 -6.248
N 3.213 -2.021 -3.960
C 4.559 -1.527 -4.141
C 4.931 -0.281 -3.303
O 6.143 -0.022 -3.230
O 3.984 0.381 -2.777
H -0.615 -1.179 -4.274
H 0.619 -0.459 -5.074
H 0.484 -2.914 -5.518
H 0.924 -3.070 -3.799
H 4.759 -1.265 -5.186
H 5.296 -2.292 -3.872
C 0.676 -1.491 0.308
Ge -0.447 -0.372 1.266
C -1.360 -0.697 3.060
C -2.421 0.051 3.570
C -2.947 -0.194 4.835
C -2.418 -1.204 5.627
C -1.362 -1.966 5.139
C -0.848 -1.712 3.873
C -2.094 0.366 0.299
C -3.273 -0.380 0.232
C -4.349 0.008 -0.560
C -4.275 1.173 -1.314
C -3.114 1.935 -1.265
C -2.045 1.528 -0.475
C 0.544 1.307 1.720
C -0.075 2.493 2.116
C 0.663 3.637 2.400
C 2.048 3.616 2.300
C 2.687 2.442 1.916
C 1.937 1.306 1.634
H 0.095 -2.388 -0.004
H -2.857 0.840 2.962
H -3.776 0.405 5.201
H -2.826 -1.396 6.614
H -0.940 -2.758 5.750
H -0.023 -2.310 3.493
H -3.357 -1.292 0.817
H -5.248 -0.600 -0.587
H -5.111 1.482 -1.933
H -3.039 2.849 -1.846
H -1.145 2.137 -0.460
H -1.157 2.529 2.193
H 0.156 4.549 2.698
H 2.627 4.507 2.516
H 3.767 2.414 1.832
H 2.427 0.377 1.350

For the calculated total energy, the calculation gives -90540.1179 eV. The energy above the lowest of the compared OMol25 structures with the same formula, charge and spin comes out at 0.0 kcal per mole. Its total charge is -2. Its LUMO energy is 4.4 eV. The largest force on an atom comes out at 0.794 eV Å⁻¹.

Atomic partial charges in e from the Mulliken method, atoms 1 to 8: Ba 1.531; N -0.500; C -0.690; C 0.521; O -0.781; N -0.415; C -0.388; C 0.417


5.
# C19H39O15Zn

C19H39O15Zn as an isolated structure (ωB97M-V with the def2-TZVPD basis set, the Open Molecules 2025 dataset).

CARTESIAN COORDINATES (ANGSTROEM)
Zn 0.614 -4.547 0.016
C -0.216 0.233 1.004
O 0.060 -1.103 0.682
H -0.144 0.974 0.209
H -1.216 0.327 1.430
H 0.467 0.634 1.753
C 6.013 -5.381 -0.638
O 6.047 -4.438 -1.718
C 4.908 -3.872 -2.181
O 3.804 -3.921 -1.537
O 5.195 -3.251 -3.316
C 4.199 -2.463 -3.907
H 5.031 -5.368 -0.165
H 6.733 -5.193 0.159
H 6.248 -6.398 -0.953
H 3.275 -3.029 -4.027
H 4.484 -2.109 -4.897
H 3.897 -1.628 -3.275
C 9.215 4.550 -2.762
O 8.577 3.976 -1.635
C 7.509 3.175 -1.827
O 6.978 2.857 -2.897
O 7.187 2.727 -0.646
C 6.093 1.812 -0.510
H 9.396 3.785 -3.517
H 10.114 5.000 -2.340
H 8.696 5.388 -3.225
H 6.551 0.845 -0.718
H 5.309 2.048 -1.229
H 5.614 1.861 0.468
C -4.148 -7.937 -0.286
O -4.377 -7.136 0.902
C -3.635 -6.120 1.255
O -2.726 -5.576 0.675
O -4.083 -5.700 2.475
C -3.449 -4.616 3.098
H -5.013 -8.596 -0.359
H -3.254 -8.560 -0.248
H -4.344 -7.277 -1.131
H -3.896 -4.581 4.091
H -3.662 -3.749 2.473
H -2.367 -4.616 3.229
C -11.170 0.850 0.859
O -9.996 1.588 0.544
C -8.973 1.337 1.320
O -8.970 0.780 2.378
O -7.825 1.888 0.839
C -6.558 1.810 1.415
H -11.309 0.571 1.903
H -11.218 -0.108 0.341
H -12.042 1.461 0.627
H -6.567 1.614 2.488
H -5.974 2.728 1.353
H -6.053 0.884 1.142
C -1.685 4.612 5.338
C -2.302 3.468 6.029
O -3.487 3.356 6.334
C -1.394 2.307 6.321
H -1.866 4.301 4.309
H -0.633 4.809 5.543
H -2.076 5.614 5.515
H -2.010 1.595 6.871
H -0.648 2.620 7.052
H -0.881 1.773 5.521
C 1.678 4.151 -3.581
C 1.135 3.721 -4.945
O -0.066 3.791 -5.175
C 2.227 3.290 -5.937
H 2.766 4.203 -3.623
H 1.479 3.270 -2.971
H 1.213 5.072 -3.230
H 2.110 3.876 -6.848
H 2.197 2.227 -6.175
H 3.213 3.515 -5.531

For the calculated total energy, the calculation gives -99449.4421 eV. The energy above the lowest of the compared OMol25 structures with the same formula, charge and spin comes out at 226.7 kcal per mole. Its total charge is +1. Its LUMO energy is -9.1 eV. The largest force on an atom comes out at 4.195 eV Å⁻¹.

Atomic partial charges in e from the Mulliken method, atoms 1 to 8: Zn 0.854; C -0.383; O -0.232; H 0.226; H 0.273; H 0.279; C -0.639; O -0.305


| no. | HOMO-LUMO gap (hartree) |
| --- | --- |
| 1 | 0.2789 |
| 2 | 0.3314 |
| 3 | 0.3215 |
| 4 | 0.1560 |
| 5 | 0.0752 |